Entry P
The following is a quantum chemistry calculation of 6 unconnected molecules or ions with the total composition C13H28N2O4S, from OMol25.

Last column: Löwdin charge in e.
Cartesian coordinates (Å):
C  -21.11  -23.39  -2.71  -0.148
O  -20.06  -22.49  -3.13  -0.163
H  -20.69  -24.22  -2.15  0.072
H  -21.86  -22.92  -2.07  0.054
H  -21.66  -23.69  -3.61  0.069
H  -19.95  -21.82  -2.44  -0.038
C  -27.27  -18.31  1.88  -0.143
O  -27.03  -19.09  0.74  -0.127
H  -26.30  -18.26  2.38  0.088
H  -27.51  -17.30  1.55  0.083
H  -27.87  -18.70  2.70  0.079
H  -27.86  -19.42  0.39  0.101
C  -24.80  -21.03  -0.88  -0.138
O  -25.12  -20.92  0.52  -0.146
H  -24.12  -21.87  -0.99  0.063
H  -25.67  -21.27  -1.49  0.085
H  -24.11  -20.24  -1.19  0.066
H  -25.88  -20.34  0.51  0.000
N  -25.50  -21.69  3.55  0.032
C  -24.96  -21.78  4.81  -0.144
C  -25.94  -21.51  5.71  -0.152
C  -27.13  -21.32  5.04  -0.134
C  -26.88  -21.47  3.69  -0.125
H  -24.91  -21.69  2.73  0.118
H  -23.93  -22.04  4.98  0.108
H  -25.66  -21.19  6.70  0.095
H  -28.09  -21.00  5.41  0.092
H  -27.54  -21.41  2.84  0.098
N  -23.03  -16.37  -5.55  -0.010
C  -23.77  -16.70  -4.45  -0.116
C  -23.88  -18.12  -4.49  -0.110
C  -23.06  -18.58  -5.53  -0.145
C  -22.61  -17.51  -6.23  -0.134
H  -22.95  -15.43  -5.91  0.144
H  -24.21  -16.02  -3.73  0.098
H  -24.33  -18.87  -3.84  0.079
H  -22.90  -19.61  -5.81  0.099
H  -22.03  -17.51  -7.14  0.105
C  -20.96  -18.44  -1.58  -0.263
S  -19.56  -19.36  -0.88  0.915
O  -19.82  -20.91  -1.08  -0.567
C  -18.27  -18.90  -2.14  -0.240
H  -21.50  -17.96  -0.76  0.043
H  -21.59  -19.04  -2.23  0.056
H  -20.56  -17.52  -2.01  0.047
H  -18.68  -18.98  -3.14  0.055
H  -17.53  -19.69  -2.01  0.048
H  -17.89  -17.87  -2.06  0.051

Calculated values
spin multiplicity	1
HOMO energy	-0.2926	hartree
lowest unoccupied orbital energy	0.4	eV
total charge	0
frontier orbital gap	8.4	eV

---

Entry Q
The following is a quantum chemistry calculation of a single C13H28N2O4S molecule, from OMol25.

Last column: Löwdin charge in e.
Cartesian coordinates (Å):
C  4.75  -1.52  2.09  -0.104
C  3.94  -2.69  1.53  -0.272
C  2.86  -2.32  0.53  -0.190
C  1.65  -1.66  1.23  -0.122
N  0.45  -1.33  0.39  -0.291
C  -0.61  -0.77  1.28  0.014
C  -0.16  -2.53  -0.22  0.010
C  0.73  -0.43  -0.77  -0.093
C  1.19  1.04  -0.48  -0.025
C  0.00  1.90  -0.07  -0.506
O  0.01  2.42  0.99  0.077
N  -1.05  1.95  -0.96  0.117
C  -2.40  2.38  -0.74  -0.542
C  -2.44  3.90  -0.92  -0.038
C  -3.02  2.04  0.67  -0.010
C  -3.26  1.75  -1.86  -0.180
S  -2.83  0.08  -2.32  0.462
O  -3.85  -0.53  -3.23  -0.356
O  -1.50  0.05  -2.94  -0.386
O  -2.75  -0.67  -1.07  -0.379
H  5.40  -1.93  2.88  0.079
H  5.37  -0.99  1.33  0.086
H  4.06  -0.76  2.52  0.071
H  3.46  -3.28  2.33  0.113
H  4.63  -3.37  1.01  0.114
H  3.30  -1.63  -0.24  0.133
H  2.54  -3.20  0.01  0.101
H  2.03  -0.73  1.66  0.126
H  1.33  -2.29  2.05  0.134
H  -0.87  -1.47  2.08  0.120
H  -0.31  0.19  1.76  0.115
H  -1.51  -0.56  0.69  0.074
H  -0.29  -3.33  0.52  0.126
H  0.45  -2.94  -1.02  0.108
H  -1.06  -2.18  -0.71  0.091
H  -0.13  -0.38  -1.44  0.099
H  1.51  -0.87  -1.30  0.104
H  1.56  1.50  -1.39  0.136
H  1.97  1.10  0.23  0.098
H  -0.88  1.40  -1.78  0.073
H  -3.48  4.25  -1.03  0.095
H  -1.91  4.15  -1.84  0.086
H  -1.91  4.37  -0.09  0.085
H  -2.41  2.47  1.47  0.076
H  -3.06  0.97  0.75  0.052
H  -4.02  2.44  0.76  0.083
H  -4.32  1.70  -1.56  0.122
H  -3.19  2.31  -2.79  0.110

Calculated values
spin multiplicity	1
HOMO energy	-0.3126	hartree
structure (SMILES)	CCCC[N+](C)(C)CCC(=O)NC(C)(C)CS(=O)(=O)[O-]
lowest unoccupied orbital energy	0.2	eV
total charge	0
frontier orbital gap	8.7	eV

---

Decreasing stability: entry Q, entry P

---

Entry P
The following is a quantum chemistry calculation of a single C21H22N2O3 molecule, from OMol25.

Last column: Löwdin charge in e.
Cartesian coordinates (Å):
C  2.56  3.19  1.45  -0.091
C  3.11  1.79  1.68  -0.234
C  3.61  1.16  0.37  -0.099
C  2.59  1.25  -0.74  -0.457
O  2.72  2.01  -1.68  0.075
N  1.50  0.45  -0.62  0.017
C  0.48  0.51  -1.66  -0.067
C  -0.90  0.53  -1.07  -0.116
C  -1.77  -0.49  -1.22  0.049
C  -3.08  -0.46  -0.64  -0.151
C  -4.00  -1.51  -0.79  -0.030
C  -5.25  -1.42  -0.21  -0.090
C  -5.60  -0.29  0.52  -0.081
C  -4.71  0.75  0.69  -0.019
C  -3.45  0.67  0.11  -0.185
N  -2.54  1.68  0.25  0.175
C  -1.26  1.71  -0.28  -0.424
O  -0.54  2.67  -0.06  0.077
C  1.39  -0.63  0.28  -0.164
C  0.57  -0.56  1.39  -0.014
C  0.42  -1.64  2.24  -0.075
C  1.11  -2.81  1.98  -0.079
C  1.94  -2.91  0.87  -0.015
C  2.08  -1.83  0.01  -0.210
O  2.85  -1.82  -1.11  -0.071
C  3.61  -2.96  -1.42  -0.075
H  1.66  3.16  0.85  0.052
H  3.29  3.81  0.95  0.079
H  2.31  3.66  2.41  0.071
H  3.95  1.83  2.38  0.107
H  2.34  1.16  2.12  0.088
H  3.88  0.11  0.55  0.111
H  4.50  1.69  0.03  0.124
H  0.58  -0.34  -2.34  0.138
H  0.68  1.44  -2.20  0.137
H  -1.49  -1.36  -1.79  0.130
H  -3.72  -2.38  -1.36  0.114
H  -5.95  -2.23  -0.33  0.101
H  -6.58  -0.23  0.97  0.104
H  -4.99  1.62  1.26  0.112
H  -2.80  2.50  0.79  0.165
H  0.05  0.37  1.59  0.121
H  -0.22  -1.57  3.11  0.103
H  1.01  -3.66  2.64  0.104
H  2.46  -3.83  0.69  0.103
H  4.16  -2.71  -2.33  0.097
H  2.97  -3.83  -1.61  0.096
H  4.32  -3.20  -0.63  0.098

Calculated values
spin multiplicity	1
HOMO energy	-0.3119	hartree
structure (SMILES)	CCCC(=O)N(Cc1cc2ccccc2[nH]c1=O)c1ccccc1OC
lowest unoccupied orbital energy	0.2	eV
total charge	0
frontier orbital gap	8.7	eV

---

Entry Q
The following is a quantum chemistry calculation of a single C21H22N2O3 molecule, from OMol25.

Last column: Löwdin charge in e.
Cartesian coordinates (Å):
C  2.36  -3.87  -2.46  -0.098
C  1.17  -4.26  -1.59  -0.239
C  1.18  -3.67  -0.18  -0.135
C  0.62  -2.25  -0.02  -0.213
C  1.44  -1.12  -0.71  -0.067
C  1.44  0.10  0.18  -0.366
O  2.02  0.23  1.22  0.135
N  0.59  1.04  -0.38  0.123
C  0.26  2.28  0.25  -0.165
C  -1.07  2.65  0.36  0.002
C  -1.37  3.84  0.99  -0.060
C  -0.37  4.65  1.50  -0.046
C  0.96  4.27  1.39  -0.266
C  2.06  5.14  1.93  -0.049
C  1.27  3.07  0.76  0.034
C  0.08  0.67  -1.61  -0.347
O  -0.61  1.35  -2.32  0.144
C  0.58  -0.75  -1.91  -0.145
O  -0.48  -1.69  -1.94  -0.029
N  -0.70  -2.12  -0.62  -0.016
C  -1.70  -1.41  0.06  -0.202
C  -1.87  -1.54  1.44  -0.019
C  -2.89  -0.87  2.08  -0.081
C  -3.78  -0.08  1.37  -0.101
C  -3.65  0.01  -0.01  -0.092
C  -2.63  -0.66  -0.66  -0.026
H  2.32  -2.82  -2.75  0.052
H  3.30  -4.05  -1.93  0.076
H  2.37  -4.46  -3.37  0.073
H  0.24  -3.99  -2.10  0.102
H  1.18  -5.35  -1.49  0.106
H  0.56  -4.31  0.45  0.116
H  2.20  -3.68  0.22  0.120
H  0.57  -2.04  1.05  0.137
H  2.46  -1.44  -0.93  0.156
H  -1.84  2.01  -0.03  0.099
H  -2.41  4.15  1.08  0.106
H  -0.62  5.58  1.99  0.109
H  1.67  5.85  2.66  0.075
H  2.83  4.53  2.41  0.080
H  2.53  5.69  1.12  0.085
H  2.30  2.76  0.67  0.125
H  1.06  -0.79  -2.89  0.168
H  -1.21  -2.16  2.02  0.108
H  -2.99  -0.96  3.15  0.104
H  -4.57  0.44  1.87  0.099
H  -4.34  0.60  -0.58  0.109
H  -2.53  -0.58  -1.73  0.116

Calculated values
spin multiplicity	1
HOMO energy	-0.3055	hartree
structure (SMILES)	CCC[C@H]1[C@@H]2C(=O)N(c3cccc(C)c3)C(=O)[C@@H]2ON1c1ccccc1
lowest unoccupied orbital energy	0.8	eV
total charge	0
frontier orbital gap	9.1	eV

---

Decreasing stability: entry P, entry Q

---

Entry P
The following is a quantum chemistry calculation of a single C2H6OSi molecule, from OMol25.

Last column: Löwdin charge in e.
Cartesian coordinates (Å):
C  0.20  -0.60  1.43  -0.186
Si  0.20  -0.60  -0.42  0.536
C  -0.41  0.93  -1.18  -0.187
O  0.93  -1.67  -1.28  -0.368
H  -0.31  -1.53  1.75  0.038
H  -0.29  0.27  1.86  0.026
H  1.22  -0.59  1.81  0.037
H  -0.80  1.56  -0.40  0.016
H  -1.18  0.77  -1.92  0.035
H  0.45  1.45  -1.65  0.053

Calculated values
spin multiplicity	1
HOMO energy	-0.3587	hartree
structure (SMILES)	C[Si](C)=O
lowest unoccupied orbital energy	0.3	eV
total charge	0
frontier orbital gap	10.0	eV

---

Entry Q
The following is a quantum chemistry calculation of 2 unconnected molecules or ions with the total composition C2H6OSi, from OMol25.

Last column: Löwdin charge in e.
Cartesian coordinates (Å):
C  1.63  -1.61  -1.07  -0.095
C  -0.88  1.59  0.99  -0.380
O  0.65  -1.14  -0.54  -0.185
Si  -1.24  0.39  -0.60  0.676
H  2.78  -1.63  -0.68  0.135
H  1.47  -2.18  -1.95  0.066
H  -1.81  1.69  1.48  -0.042
H  -0.18  0.86  1.63  0.046
H  -0.35  2.49  0.62  -0.012
H  -2.07  -0.47  0.12  -0.207

Calculated values
spin multiplicity	1
HOMO energy	-0.2737	hartree
lowest unoccupied orbital energy	-0.2	eV
total charge	0
frontier orbital gap	7.3	eV

---

Decreasing stability: entry P, entry Q

---

Entry P
The following is a quantum chemistry calculation of 2 unconnected molecules or ions with the total composition C2H4OS3, from OMol25.

Last column: Löwdin charge in e.
Cartesian coordinates (Å):
C  -2.86  0.12  -0.02  -0.631
C  0.46  -0.95  0.10  -0.514
O  0.93  2.62  -0.54  -0.619
S  -4.25  0.60  -0.34  0.708
S  0.48  0.40  1.33  0.498
S  -0.21  1.97  0.05  0.529
H  1.06  -1.82  0.58  0.055
H  0.94  -0.57  -0.79  0.006
H  -0.52  -1.49  -0.12  0.034
H  -0.29  2.41  1.42  -0.066

Calculated values
spin multiplicity	1
HOMO energy	-0.3422	hartree
lowest unoccupied orbital energy	-0.3	eV
total charge	0
frontier orbital gap	9.0	eV

---

Entry Q
The following is a quantum chemistry calculation of a single C2H4OS3 molecule, from OMol25.

Last column: Löwdin charge in e.
Cartesian coordinates (Å):
O  0.75  0.72  1.59  -0.053
C  0.61  0.08  0.43  -1.108
C  -0.83  0.42  -0.42  -0.595
S  -2.10  -0.81  -0.38  0.698
S  2.05  0.14  -0.74  0.473
S  1.32  -1.55  0.09  0.499
H  1.61  0.77  2.01  0.107
H  -0.54  0.86  -1.51  0.116
H  -1.37  1.21  -0.04  0.005
H  -1.50  -1.84  -1.02  -0.142

Calculated values
spin multiplicity	1
HOMO energy	-0.3053	hartree
structure (SMILES)	OC1(CS)SS1
lowest unoccupied orbital energy	0.2	eV
total charge	0
frontier orbital gap	8.5	eV

---

Decreasing stability: entry Q, entry P